{"formula": "C23H17BrN3O6Pb", "method": "wB97M-V/def2-TZVPD", "fmax_ha_per_bohr": 0.032, "total_charge": 1, "e_lumo_ha": [-0.230, -0.139], "e_tot_ev": -116162.5081, "spin_multiplicity": 1, "homo_energy_ev": [-11.18, -11.45], "species": ["Pb", "O", "C", "C", "C", "C", "C", "C", "C", "O", "N", "N", "C", "C", "Br", "C", "C", "C", "C", "C", "C", "C", "H", "H", "H", "H", "H", "H", "H", "H", "H", "H", "H", "H", "H", "H", "O", "C", "O", "C", "C", "C", "N", "C", "C", "C", "O", "O", "H", "H", "H"], "positions_angstrom": [[-1.746, 0.081, -2.447], [-1.797, 4.880, -2.683], [-0.769, 5.143, -1.852], [-0.341, 6.455, -1.638], [0.723, 6.730, -0.805], [1.390, 5.696, -0.159], [0.976, 4.397, -0.366], [-0.114, 4.096, -1.186], [-0.458, 2.636, -1.431], [-1.514, 2.316, -2.162], [-0.422, 1.897, -0.175], [-1.001, 0.720, -0.111], [-1.062, 0.066, 1.002], [-1.786, -1.146, 1.177], [-2.914, -1.672, -0.324], [-1.883, -1.947, 2.259], [-1.177, -1.939, 3.525], [0.015, -1.257, 3.803], [0.615, -1.373, 5.042], [0.051, -2.170, 6.030], [-1.137, -2.842, 5.777], [-1.738, -2.733, 4.539], [-2.135, 5.703, -3.052], [-0.849, 7.261, -2.155], [1.052, 7.752, -0.675], [2.231, 5.903, 0.487], [1.539, 3.589, 0.090], [0.460, 2.237, -1.990], [0.006, 2.311, 0.647], [-0.613, 0.475, 1.906], [-2.623, -2.735, 2.189], [0.507, -0.669, 3.041], [1.540, -0.849, 5.242], [0.543, -2.285, 6.986], [-1.593, -3.460, 6.538], [-2.664, -3.260, 4.342], [4.111, -5.921, -3.816], [3.222, -6.480, -3.321], [2.350, -7.073, -2.830], [1.413, -4.131, -2.693], [0.151, -4.436, -2.277], [-0.693, -3.334, -2.126], [-0.264, -2.093, -2.356], [0.979, -1.879, -2.752], [1.921, -2.905, -2.962], [1.443, -0.413, -2.985], [2.541, -0.213, -3.452], [0.534, 0.416, -2.629], [-0.200, -5.440, -2.079], [-1.724, -3.465, -1.820], [2.907, -2.637, -3.312]]}